(1)
C28H35F3N4P2Pd | ωB97M-V/def2-TZVPD

HOMO level (alpha / beta): -7.444 / -8.323 eV
E: -2416.896770 Eh
Spin multiplicity: 3
ΔE to the lowest compared entry with this formula, charge and spin: 62.2 kJ/mol
Expectation value of S²: 2.01
Gap between HOMO and LUMO (alpha / beta): 6.663 / 5.805 eV

Geometry (Å):
Pd: -2.749 1.149 -0.534
C: 2.165 1.405 0.349
C: 1.292 2.258 -0.195
C: 1.361 3.028 -1.454
C: 0.744 2.424 -2.772
C: 0.663 0.942 -2.870
C: 1.632 0.060 -2.563
C: 2.938 0.417 -1.974
C: 2.992 0.422 -0.398
C: -1.665 -0.446 -1.142
H: 2.148 1.241 1.434
H: 0.440 2.563 0.413
H: 2.411 3.253 -1.692
H: 0.797 3.970 -1.301
H: -0.274 2.810 -2.899
H: 1.316 2.877 -3.597
H: -0.264 0.562 -3.335
H: 1.375 -1.011 -2.572
H: 3.268 1.383 -2.343
H: 3.636 -0.362 -2.303
H: 2.774 -0.613 -0.093
H: 4.032 0.587 -0.092
H: -0.780 -0.637 -0.542
H: -1.390 -0.520 -2.189
H: -2.433 -1.131 -0.768
P: -0.091 4.730 -6.354
P: 0.363 6.764 -3.818
N: 0.906 3.753 -7.432
N: -1.221 5.174 -7.688
N: 2.129 6.793 -3.583
N: 0.112 8.337 -3.049
C: 0.974 6.261 -6.508
C: 0.430 7.369 -5.597
C: 1.221 2.417 -7.156
C: 2.103 1.974 -8.133
C: 2.322 3.050 -9.038
C: 1.588 4.134 -8.584
C: -2.561 4.816 -7.650
C: -3.198 5.315 -8.778
C: -2.223 6.004 -9.563
C: -1.004 5.892 -8.883
C: 2.763 5.772 -2.884
C: 4.126 5.940 -2.961
C: 4.369 7.101 -3.765
C: 3.134 7.602 -4.144
C: 0.903 9.497 -3.014
C: 0.142 10.543 -2.529
C: -1.184 10.035 -2.284
C: -1.180 8.691 -2.617
H: 1.025 6.658 -7.530
H: 1.987 5.944 -6.204
H: 1.010 8.298 -5.708
H: -0.626 7.595 -5.841
H: 0.776 1.944 -6.293
H: 2.514 0.990 -8.188
H: 2.923 3.048 -9.912
H: 1.517 5.125 -8.987
H: -2.918 4.243 -6.812
H: -4.242 5.199 -9.016
H: -2.368 6.528 -10.496
H: -0.025 6.276 -9.165
H: 2.157 5.056 -2.379
H: 4.875 5.325 -2.488
H: 5.327 7.525 -4.039
H: 2.894 8.480 -4.737
H: 1.939 9.489 -3.315
H: 0.487 11.559 -2.375
H: -2.030 10.598 -1.910
H: -1.953 7.936 -2.599
F: -1.261 2.129 1.850
C: -1.585 0.888 1.249
F: -0.413 0.131 1.185
F: -2.382 0.220 2.150

Atomic partial charges in e from the Mulliken method, atoms 1 to 2: 0.160, -1.167

=====

(2)
C28H35N2STi | ωB97M-V/def2-TZVPD

HOMO level (alpha / beta): -10.192 / -10.135 eV
E: -2444.891479 Eh
Net charge: +1
Spin multiplicity: 1
Gap between HOMO and LUMO (alpha / beta): 7.096 / 7.099 eV

Geometry (Å):
C: -1.574 0.641 2.419
C: -2.090 -0.351 1.503
C: -2.398 0.311 0.258
C: -2.005 1.695 0.385
C: -1.446 1.882 1.700
Ti: -0.150 0.367 0.592
C: 1.099 1.366 -1.927
C: 1.619 1.168 -0.503
H: 2.442 0.449 -0.389
C: 1.314 1.996 0.600
H: 0.954 3.022 0.463
H: 1.930 1.918 1.509
C: 2.097 0.845 -2.985
H: 2.381 -0.203 -2.806
H: 1.620 0.912 -3.974
H: 3.008 1.452 -3.015
C: 0.886 2.850 -2.246
H: -0.027 3.251 -1.787
H: 1.757 3.402 -1.881
H: 0.814 3.005 -3.331
C: -2.362 -1.777 1.829
H: -1.560 -2.205 2.448
H: -3.306 -1.902 2.383
H: -2.443 -2.384 0.917
C: -3.186 -0.272 -0.859
H: -2.749 -1.220 -1.189
H: -4.232 -0.464 -0.572
H: -3.205 0.393 -1.728
C: -2.374 2.792 -0.550
H: -2.392 2.437 -1.588
H: -3.378 3.194 -0.320
H: -1.670 3.630 -0.478
C: -1.047 3.193 2.290
H: -0.631 3.870 1.533
H: -1.911 3.709 2.741
H: -0.288 3.065 3.073
C: -1.555 0.513 3.898
H: -1.226 1.440 4.381
H: -2.557 0.280 4.287
H: -0.880 -0.287 4.219
C: -0.155 0.564 -2.142
C: -0.050 -0.723 -1.690
C: -1.045 0.835 -3.223
C: -0.462 -1.820 -2.468
H: 0.604 -0.858 -0.774
C: -1.534 -0.236 -3.961
H: -1.302 1.878 -3.446
C: -1.149 -1.554 -3.642
H: -0.225 -2.839 -2.141
H: -2.234 -0.070 -4.780
H: -1.406 -2.386 -4.306
N: 1.236 -0.184 3.555
C: 1.356 -1.266 2.737
N: 1.240 -1.242 1.399
C: 1.982 -2.330 0.840
C: 2.488 -2.446 -0.465
C: 3.353 -3.507 -0.767
C: 3.722 -4.436 0.213
C: 3.257 -4.293 1.526
C: 2.415 -3.233 1.825
S: 1.951 -2.733 3.449
H: 1.490 -0.336 4.529
H: 1.275 0.758 3.159
H: 2.233 -1.702 -1.222
H: 3.742 -3.593 -1.784
H: 4.388 -5.259 -0.041
H: 3.549 -4.971 2.319

Atomic partial charges in e from the Mulliken method, atoms 1 to 2: 0.833, 0.109

=====

(3)
C28H35N2W | ωB97M-V/def2-TZVPD

HOMO level (alpha / beta): -10.282 / -10.430 eV
E: -1264.269294 Eh
Net charge: +1
Spin multiplicity: 3
ΔE to the lowest compared entry with this formula, charge and spin: 0.0 kJ/mol
Expectation value of S²: 2.02
Gap between HOMO and LUMO (alpha / beta): 7.344 / 7.322 eV

Geometry (Å):
C: -2.014 1.373 1.839
C: -2.416 1.172 0.472
C: -1.471 1.855 -0.372
C: -0.485 2.479 0.475
C: -0.806 2.150 1.841
W: -0.411 0.346 0.731
C: 2.482 0.243 -0.684
C: 1.700 -0.328 0.520
H: 1.765 -1.425 0.586
C: 1.488 0.383 1.766
H: 2.014 1.323 1.951
H: 1.313 -0.218 2.670
C: 3.428 -0.874 -1.191
H: 2.876 -1.771 -1.499
H: 3.984 -0.514 -2.067
H: 4.144 -1.154 -0.410
C: 3.389 1.405 -0.266
H: 2.820 2.317 -0.058
H: 3.959 1.134 0.627
H: 4.095 1.634 -1.074
C: -3.630 0.438 0.011
H: -3.834 -0.433 0.646
H: -4.519 1.086 0.037
H: -3.506 0.081 -1.018
C: -1.648 2.084 -1.836
H: -1.875 1.146 -2.352
H: -2.472 2.787 -2.031
H: -0.740 2.495 -2.285
C: 0.527 3.482 0.029
H: 0.896 3.250 -0.978
H: 0.090 4.494 -0.002
H: 1.385 3.524 0.712
C: -0.130 2.671 3.072
H: 0.911 2.955 2.876
H: -0.651 3.565 3.450
H: -0.132 1.921 3.874
C: -2.813 1.023 3.053
H: -2.168 0.781 3.908
H: -3.450 1.871 3.352
H: -3.474 0.167 2.865
C: 1.640 0.662 -1.822
C: 0.696 -0.241 -2.086
C: 1.961 1.655 -2.782
C: 0.127 -0.415 -3.347
H: 0.344 -0.735 -1.102
C: 1.374 1.550 -4.046
H: 2.668 2.461 -2.563
C: 0.494 0.497 -4.339
H: -0.566 -1.239 -3.526
H: 1.619 2.290 -4.813
H: 0.084 0.397 -5.345
N: -1.812 -3.224 2.373
C: -1.535 -1.918 2.268
N: -0.885 -1.684 1.113
C: -0.708 -2.937 0.460
C: 0.152 -3.333 -0.570
C: 0.380 -4.706 -0.741
C: -0.243 -5.660 0.081
C: -1.104 -5.263 1.111
C: -1.312 -3.900 1.260
H: -2.301 -3.657 3.149
H: -1.724 -1.210 3.066
H: 0.617 -2.586 -1.214
H: 1.057 -5.043 -1.528
H: -0.042 -6.719 -0.088
H: -1.602 -5.957 1.787

Atomic partial charges in e from the Mulliken method, atoms 1 to 2: 0.828, 0.649

=====

(4)
C28H35N5OsP2Se | ωB97M-V/def2-TZVPD

HOMO level (alpha / beta): -12.675 / -12.668 eV
E: -4535.707029 Eh
Net charge: +2
Spin multiplicity: 5
ΔE to the lowest compared entry with this formula, charge and spin: 0.0 kJ/mol
Expectation value of S²: 6.05
Gap between HOMO and LUMO (alpha / beta): 6.876 / 2.459 eV

Geometry (Å):
Os: 0.029 -0.055 3.443
C: -2.105 1.922 -5.043
C: -2.179 0.709 -4.476
C: -1.370 -0.524 -4.752
C: -0.018 -0.327 -5.485
C: 0.925 0.575 -4.730
C: 1.000 1.915 -4.756
C: 0.190 2.904 -5.549
C: -1.163 2.404 -6.118
C: 1.512 0.592 4.908
H: -2.814 2.687 -4.706
H: -2.964 0.554 -3.732
H: -1.969 -1.254 -5.323
H: -1.170 -1.001 -3.780
H: 0.454 -1.320 -5.547
H: -0.194 0.008 -6.514
H: 1.636 0.041 -4.090
H: 1.783 2.385 -4.156
H: 0.790 3.309 -6.383
H: -0.008 3.761 -4.886
H: -1.633 3.270 -6.612
H: -0.986 1.652 -6.895
H: 1.212 1.491 5.517
H: 2.396 0.930 4.403
H: 1.900 -0.303 5.473
P: 1.496 -0.467 1.903
P: -1.353 -0.698 1.851
N: 2.626 0.822 1.359
N: 2.816 -1.685 2.184
N: -2.109 0.573 0.816
N: -2.851 -1.640 2.191
C: 0.821 -1.060 0.306
C: -0.517 -1.728 0.587
C: 2.434 2.152 1.716
C: 3.300 2.943 0.985
C: 4.053 2.085 0.139
C: 3.621 0.789 0.384
C: 3.673 -1.676 3.280
C: 4.292 -2.911 3.383
C: 3.811 -3.715 2.314
C: 2.912 -2.945 1.601
C: -2.346 1.853 1.293
C: -2.845 2.634 0.260
C: -2.914 1.818 -0.895
C: -2.453 0.559 -0.533
C: -3.917 -1.996 1.367
C: -4.699 -2.942 2.019
C: -4.091 -3.191 3.278
C: -2.961 -2.392 3.354
H: 1.499 -1.722 -0.241
H: 0.702 -0.158 -0.312
H: -1.116 -1.888 -0.317
H: -0.412 -2.707 1.082
H: 1.688 2.389 2.468
H: 3.371 4.024 1.055
H: 4.827 2.380 -0.571
H: 3.949 -0.155 -0.040
H: 3.764 -0.789 3.903
H: 5.013 -3.205 4.143
H: 4.077 -4.745 2.088
H: 2.322 -3.187 0.727
H: -2.120 2.082 2.328
H: -3.129 3.677 0.342
H: -3.257 2.103 -1.891
H: -2.336 -0.342 -1.128
H: -4.054 -1.526 0.396
H: -5.612 -3.400 1.630
H: -4.433 -3.878 4.050
H: -2.224 -2.256 4.137
Se: -0.024 -0.009 8.471
C: -0.100 -0.037 6.755
N: -0.448 -0.159 5.569

Atomic partial charges in e from the Mulliken method, atoms 1 to 2: 0.496, -0.329

=====

(5)
C28H35N6O2PdS2 | ωB97M-V/def2-TZVPD

HOMO level (alpha / beta): -16.952 / -16.952 eV
E: -2490.342894 Eh
Net charge: +3
Spin multiplicity: 1
Gap between HOMO and LUMO (alpha / beta): 6.930 / 6.931 eV

Geometry (Å):
Pd: 0.071 0.091 0.233
C: 4.051 4.075 0.255
N: 2.604 4.098 -0.032
C: 1.977 4.997 -0.853
C: 0.656 4.696 -0.832
N: 0.485 3.598 -0.011
C: 1.705 3.243 0.457
S: 2.100 1.925 1.531
C: -0.863 3.101 0.222
C: -1.834 4.066 0.385
C: -3.173 3.697 0.362
C: -3.491 2.368 0.158
C: -2.460 1.453 0.075
N: -1.158 1.794 0.131
H: 4.513 4.905 -0.271
H: 4.488 3.142 -0.092
H: 4.208 4.188 1.325
H: 2.508 5.771 -1.380
H: -0.159 5.162 -1.356
H: -1.558 5.102 0.527
H: -3.943 4.447 0.482
H: -4.515 2.030 0.090
H: -2.667 0.398 -0.025
O: 2.973 0.900 0.533
C: 2.287 0.316 -0.504
O: 1.574 0.947 -1.260
C: 2.355 -1.178 -0.517
C: 3.421 -2.000 -0.838
C: 3.183 -3.353 -0.785
C: 1.906 -3.853 -0.470
C: 1.619 -5.243 -0.492
C: 0.350 -5.684 -0.275
C: -0.697 -4.759 -0.038
C: -0.455 -3.416 0.020
C: 0.856 -2.943 -0.175
N: 1.142 -1.605 -0.157
H: 4.381 -1.592 -1.121
H: 3.979 -4.051 -1.018
H: 2.420 -5.938 -0.711
H: 0.129 -6.742 -0.311
H: -1.708 -5.127 0.077
H: -1.257 -2.706 0.168
C: -2.734 -2.847 6.019
C: -4.010 -2.297 5.377
C: -3.820 -1.569 4.047
C: -3.289 -2.423 2.901
N: -1.863 -2.775 3.051
C: -0.815 -2.018 2.781
S: -1.096 -0.402 2.145
N: 0.399 -2.473 3.053
C: 1.653 -1.713 3.127
C: 2.003 -1.331 4.561
C: 2.096 -2.520 5.517
C: 3.106 -3.581 5.087
H: -2.910 -3.095 7.064
H: -1.920 -2.117 5.990
H: -2.393 -3.774 5.548
H: -4.476 -1.595 6.069
H: -4.733 -3.105 5.244
H: -3.161 -0.703 4.181
H: -4.786 -1.172 3.723
H: -3.409 -1.918 1.944
H: -3.831 -3.367 2.846
H: -1.685 -3.609 3.596
H: 0.456 -3.413 3.426
H: 1.548 -0.827 2.506
H: 2.433 -2.338 2.689
H: 1.262 -0.614 4.927
H: 2.964 -0.810 4.531
H: 1.107 -2.971 5.650
H: 2.365 -2.139 6.502
H: 2.814 -4.093 4.164
H: 3.211 -4.347 5.852
H: 4.092 -3.143 4.922

Atomic partial charges in e from the Mulliken method, atoms 1 to 2: 0.305, -0.733

=====

(6)
C28H35N7 | ωB97M-V/def2-TZVPD

HOMO level: -7.444 eV
E: -1470.549712 Eh
SMILES: c1cc[nH]c1.c1cc[nH]c1.c1cc[nH]c1.c1cc[nH]c1.c1cc[nH]c1.c1cc[nH]c1.c1cc[nH]c1
Spin multiplicity: 1
ΔE to the lowest compared entry with this formula, charge and spin: 1658.2 kJ/mol
Gap between HOMO and LUMO: 8.034 eV

Geometry (Å):
C: -1.071 1.241 -3.681
C: -2.351 1.048 -2.889
C: -2.026 0.857 -1.403
N: -0.717 1.033 -1.258
C: -0.088 1.369 -2.529
H: -1.175 1.532 -4.713
H: -3.460 1.035 -3.271
H: -2.793 0.664 -0.512
H: -0.331 1.030 -0.490
H: 0.833 1.607 -2.423
C: -5.428 -1.546 0.450
C: -4.404 -1.843 1.496
C: -3.872 -0.433 1.881
N: -4.596 0.524 1.240
C: -5.593 0.013 0.332
H: -5.916 -2.316 0.052
H: -4.115 -2.743 1.971
H: -3.002 -0.241 2.681
H: -4.464 1.501 1.439
H: -6.219 0.880 -0.219
C: -0.079 -0.535 1.527
C: -0.378 0.920 1.835
C: 0.975 1.694 1.579
N: 1.869 0.776 1.078
C: 1.330 -0.524 1.016
H: -0.781 -1.338 1.554
H: -1.347 1.474 2.167
H: 1.279 2.805 1.519
H: 2.858 1.194 1.034
H: 1.889 -1.332 0.642
C: 0.300 -3.785 -2.098
C: 0.926 -3.440 -3.409
C: 0.659 -1.974 -3.578
N: -0.185 -1.639 -2.554
C: -0.396 -2.610 -1.585
H: 0.304 -4.756 -1.671
H: 1.421 -3.983 -4.095
H: 0.906 -1.279 -4.317
H: -0.453 -0.694 -2.243
H: -0.864 -2.399 -0.472
C: -2.429 3.647 0.981
C: -3.181 3.580 2.343
C: -4.684 4.008 2.011
N: -4.771 3.708 0.573
C: -3.568 3.573 -0.077
H: -1.371 3.600 0.750
H: -2.501 3.626 3.297
H: -5.336 4.149 2.709
H: -5.642 3.778 0.100
H: -3.777 3.738 -1.065
C: 4.821 2.468 1.636
C: 4.037 3.200 0.501
C: 3.958 2.173 -0.626
N: 4.715 1.106 -0.213
C: 5.139 1.102 1.102
H: 4.908 2.681 2.605
H: 3.721 4.064 0.584
H: 3.308 2.148 -1.603
H: 4.804 0.167 -0.814
H: 5.616 0.311 1.587
C: 2.966 -3.928 0.612
C: 3.880 -3.302 1.696
C: 5.176 -3.995 1.525
N: 5.269 -4.442 0.153
C: 3.942 -4.533 -0.341
H: 1.781 -3.640 0.450
H: 3.626 -2.778 2.581
H: 6.175 -4.039 2.064
H: 6.069 -4.726 -0.015
H: 3.901 -5.230 -1.188

Atomic partial charges in e from the Mulliken method, atoms 1 to 2: -0.761, -0.337

=====

Question: Which of these has the highest E?
Answer: C28H35N2W